The following is a DFT calculation (the ωB97M-V functional and the def2-TZVPD basis) of the molecule C5H9NO3.

## Properties
E_tot, eV: -12961.28882
HOMO energy, Ha: -0.3350
Relative energy (zero: lowest compared OMol25 entry of this formula, charge and spin), kJ/mol: 329.7
Largest force on an atom, hartree/bohr: 0.108
LUMO level, eV: 0.738
SMILES: COC(=O)C(=O)N(C)C

ORCA input file:
```
! wB97M-V def2-TZVPD RIJCOSX def2/J DEFGRID3
* xyz 0 1
C -2.82924 0.46785 -0.98122
O -1.43816 0.60619 -0.67944
C -0.95867 -0.18077 0.31073
O -1.50676 -1.17433 0.74862
C 0.02369 0.59812 1.21588
O 0.09226 1.58443 1.87469
N 1.04689 -0.07071 0.34476
C 2.07114 0.79595 -0.21942
C 1.43693 -1.46924 0.40719
H -3.22219 -0.49373 -0.65803
H -3.39254 1.24360 -0.46515
H -2.93845 0.53928 -2.06272
H 2.28119 0.52605 -1.25634
H 1.72457 1.82865 -0.19017
H 2.99247 0.69678 0.36610
H 1.74452 -1.82514 -0.58104
H 2.27008 -1.59040 1.09902
H 0.60226 -2.08259 0.72653
*
```


The following is a DFT calculation (the ωB97M-V functional and the def2-TZVPD basis) of a structure of composition C4H7BrO.

## Properties
E_tot, eV: -76348.05107
HOMO energy, Ha: -0.3385
Relative energy (zero: lowest compared OMol25 entry of this formula, charge and spin), kJ/mol: 306.3
Largest force on an atom, hartree/bohr: 0.119
LUMO level, eV: 0.931

ORCA input file:
```
! wB97M-V def2-TZVPD RIJCOSX def2/J DEFGRID3
* xyz 0 1
C -1.41685 1.31961 1.06269
C -0.59692 0.11013 1.08028
C 0.81237 -1.00943 -1.02875
C 1.04403 0.13237 -0.10005
O -1.82088 0.12932 0.25363
Br 2.41261 -0.12311 1.22744
H -1.99413 1.47504 1.98981
H -0.98596 2.14624 0.48591
H -0.64260 -0.59065 1.91776
H 0.07766 -1.72955 -0.47579
H 1.68148 -1.60687 -1.27191
H 0.35288 -0.63102 -1.99503
H 0.98521 1.10093 -0.43071
*
```


The following is a DFT calculation (the ωB97M-V functional and the def2-TZVPD basis) of a structure of composition C7H5AgNO4S.

## Properties
E_tot, eV: -31852.59992
HOMO energy (spin up / spin down), Ha: 0.0805 / -0.0167
Relative energy (zero: lowest compared OMol25 entry of this formula, charge and spin), kJ/mol: 2.6
Largest force on an atom, hartree/bohr: 0.005
LUMO level (spin up / spin down), eV: 5.631 / 5.632

ORCA input file:
```
! wB97M-V def2-TZVPD RIJCOSX def2/J DEFGRID3
* xyz -2 2
Ag 0.06142 1.33994 0.77541
O 2.33657 0.82710 0.72229
N 2.71291 -0.08433 1.63370
C 4.02915 -0.55610 1.51459
C 4.54849 -1.44082 2.42425
C 3.78062 -1.92580 3.48206
C 2.41653 -1.47958 3.53915
C 1.90227 -0.57579 2.63175
S 0.22426 -0.04347 2.75571
H 4.56079 -0.13801 0.67521
H 5.58034 -1.75520 2.28844
H 4.17509 -2.63678 4.19720
H 1.74034 -1.83842 4.30380
O -1.13510 3.37481 -2.79672
C -0.66694 2.67513 -1.89100
O -0.85258 2.80244 -0.64234
H -0.00342 1.82626 -2.18526
O -3.24232 0.47559 0.54782
C -2.36645 0.17324 -0.09876
*
```


The following is a DFT calculation (the ωB97M-V functional and the def2-TZVPD basis) of the ion C25H36N3O with charge +1.

## Properties
E_tot, eV: -33022.77535
HOMO energy, Ha: -0.3720
Relative energy (zero: lowest compared OMol25 entry of this formula, charge and spin), kJ/mol: 0.0
Largest force on an atom, hartree/bohr: 0.018
LUMO level, eV: -2.394
SMILES: CCN(CC)c1ccc(C[N@H+]2CC[C@@H](C(=O)NCc3ccc(C)cc3)CC2)cc1

ORCA input file:
```
! wB97M-V def2-TZVPD RIJCOSX def2/J DEFGRID3
* xyz 1 1
C 3.95227 3.45475 1.14875
C 2.92777 3.19167 0.04417
N 3.15246 1.94760 -0.66472
C 3.84730 2.02653 -1.93358
C 5.36320 1.86562 -1.81191
C 2.85110 0.75031 -0.09844
C 2.16705 0.66013 1.13098
C 1.81368 -0.55278 1.67211
C 2.11990 -1.75254 1.03363
C 1.68697 -3.06644 1.60402
N 0.32295 -3.48028 1.10140
C 0.32911 -3.71700 -0.36100
C -1.03451 -4.18880 -0.84727
C -2.13698 -3.18875 -0.48165
C -1.95725 -1.84188 -1.19879
O -0.86626 -1.31022 -1.31423
N -3.09139 -1.29526 -1.65112
C -3.13105 0.05047 -2.20858
C -3.52148 1.04896 -1.14889
C -2.59248 1.43757 -0.19147
C -2.94671 2.32223 0.80994
C -4.23387 2.84161 0.88008
C -4.61594 3.82158 1.94435
C -5.15936 2.44707 -0.07935
C -4.81079 1.55810 -1.07920
C -2.09381 -2.95140 1.03413
C -0.70984 -2.48043 1.45623
C 2.83052 -1.68014 -0.16211
C 3.19040 -0.47287 -0.71143
H 3.69676 4.37044 1.67508
H 4.94792 3.56714 0.72964
H 3.97507 2.63566 1.86283
H 2.97335 4.00405 -0.68352
H 1.91628 3.19368 0.46182
H 3.44126 1.26932 -2.60943
H 3.62600 3.00017 -2.37693
H 5.81055 1.84222 -2.80189
H 5.61519 0.94478 -1.29214
H 5.79492 2.69745 -1.26260
H 1.90147 1.54756 1.67832
H 1.29945 -0.56608 2.62331
H 1.62491 -3.01235 2.69325
H 2.38566 -3.85855 1.32672
H 0.07307 -4.36361 1.55956
H 1.09225 -4.46191 -0.59259
H 0.57644 -2.76967 -0.84676
H -0.98710 -4.31065 -1.92949
H -1.27854 -5.16263 -0.41271
H -3.10562 -3.61407 -0.75430
H -3.97977 -1.73302 -1.46362
H -2.12665 0.26434 -2.58069
H -3.84011 0.06162 -3.03809
H -1.58547 1.04825 -0.24201
H -2.21216 2.61988 1.54459
H -4.61584 4.83139 1.53399
H -3.91484 3.79302 2.77456
H -5.61683 3.61670 2.31777
H -6.16356 2.84262 -0.04221
H -5.54446 1.26709 -1.81732
H -2.82165 -2.19097 1.32069
H -2.35590 -3.87673 1.55506
H -0.67740 -2.30918 2.53369
H -0.45450 -1.55439 0.93608
H 3.12671 -2.58894 -0.66683
H 3.75022 -0.49005 -1.62988
*
```


The following is a DFT calculation (the ωB97M-V functional and the def2-TZVPD basis) of a structure of composition C25H18ClIMnN3O2S2.

## Properties
E_tot, eV: -108389.71426
HOMO energy (spin up / spin down), Ha: -0.4077 / -0.3994
Relative energy (zero: lowest compared OMol25 entry of this formula, charge and spin), kJ/mol: 20.9
Largest force on an atom, hartree/bohr: 0.062
LUMO level (spin up / spin down), eV: -5.108 / -6.000

ORCA input file:
```
! wB97M-V def2-TZVPD RIJCOSX def2/J DEFGRID3
* xyz 1 2
Mn -0.10149 -0.15603 -0.01413
C -0.80346 4.06261 -0.73533
C -1.05732 2.61988 -0.41502
N -0.03464 1.79491 -0.25227
N 1.19015 2.41260 -0.30978
C 2.22102 1.66176 -0.38547
S 2.12639 -0.07886 -0.48218
S 3.80057 2.43555 -0.42025
C 4.23096 2.07166 -2.18222
C 3.37187 2.89509 -3.09420
C 3.73971 4.19469 -3.43022
C 2.91178 4.97695 -4.21896
C 1.70367 4.46986 -4.67791
C 1.33350 3.17248 -4.35459
C 2.16353 2.38943 -3.56592
C -2.42028 2.17465 -0.28587
C -3.46898 3.11104 -0.18090
C -4.77325 2.71244 -0.04334
C -5.08741 1.35000 -0.01805
C -4.09487 0.40679 -0.12733
C -2.75589 0.79762 -0.26117
O -1.81800 -0.11807 -0.37985
H 0.18859 4.19761 -1.14649
H -0.86987 4.65912 0.17838
H -1.54719 4.43269 -1.43738
H 4.10343 1.00221 -2.33603
H 5.28479 2.33082 -2.25542
H 4.68168 4.59325 -3.07171
H 3.20807 5.98561 -4.47562
H 1.05905 5.07960 -5.29745
H 0.39824 2.76826 -4.72212
H 1.88065 1.36943 -3.32727
H -3.23639 4.16654 -0.17809
H -5.55929 3.44954 0.04429
H -6.11765 1.03612 0.08502
H -4.31780 -0.65215 -0.10922
Cl 0.03960 -5.81060 3.71044
C 0.04062 -4.19508 3.15936
C 0.03772 -3.16743 4.08509
C 0.04110 -1.83902 3.67769
I 0.07734 -0.27272 5.04150
C 0.02231 -1.51732 2.30348
O 0.03301 -0.33236 1.83968
C 0.01099 -2.59580 1.35373
N -0.01624 -2.20233 0.06549
C 0.02055 -3.12671 -0.87749
C 0.08189 -4.49073 -0.57937
C 0.08722 -4.90180 0.73155
C 0.04298 -3.93558 1.75188
H 0.03937 -3.39934 5.14085
H -0.00029 -2.78117 -1.90306
H 0.12286 -5.20648 -1.38739
H 0.13225 -5.95191 0.98605
*
```


The following is a DFT calculation (the ωB97M-V functional and the def2-TZVPD basis) of the molecule C6H12O.

## Properties
E_tot, eV: -8462.89341
HOMO energy, Ha: -0.3591
Relative energy (zero: lowest compared OMol25 entry of this formula, charge and spin), kJ/mol: 140.9
Largest force on an atom, hartree/bohr: 0.006
LUMO level, eV: 1.192
SMILES: CCOCC1CC1

ORCA input file:
```
! wB97M-V def2-TZVPD RIJCOSX def2/J DEFGRID3
* xyz 0 1
C -2.71604 -0.88602 -1.18730
C -1.25747 -0.60377 -1.48684
O -0.72245 0.09786 -0.39169
C 0.65659 0.35386 -0.51686
C 1.15375 0.91752 0.78443
C 2.50393 0.51476 1.30505
C 1.25847 -0.01907 1.95059
H -3.18398 -1.44607 -2.00271
H -2.80031 -1.47001 -0.26582
H -3.26050 0.05224 -1.04620
H -1.15068 -0.01498 -2.41403
H -0.70206 -1.54617 -1.63757
H 1.19501 -0.58338 -0.74747
H 0.84625 1.05161 -1.35072
H 0.81773 1.92929 1.00068
H 3.09767 -0.17203 0.70693
H 3.08658 1.25393 1.84602
H 0.99489 -1.05823 1.77056
H 0.98197 0.35313 2.93216
*
```